Record 1
Here is C3H6N2O in the gas phase in a non-equilibrium geometry from OMol25. Energies are from ωB97M-V/def2-TZVPD.

```
12
Properties=species:S:1:pos:R:3:mulliken_charge:R:1
O 0.994 1.939 0.180 -0.613
N 1.973 -0.121 0.088 -0.406
N -0.692 -1.142 0.105 -0.450
C -0.371 0.106 0.760 -0.004
C -1.407 -0.099 -0.516 -0.421
C 0.915 0.726 0.299 0.374
H 2.825 0.288 -0.272 0.250
H -1.240 0.861 0.610 0.202
H -1.300 -1.727 0.660 0.260
H 1.804 -1.096 -0.107 0.233
H -2.490 -0.089 -0.337 0.311
H -1.072 0.363 -1.429 0.264
```

Results
SMILES	NC(=O)[C@H]1CN1
orbital gap	9.95	eV
energy above the lowest of the compared OMol25 structures with the same formula, charge and spin	83.2	kcal/mol
HOMO level	-9.0772	eV

Record 2
Here is a molecular structure, C3H6N2O in a non-equilibrium geometry from OMol25. Energies are from ωB97M-V/def2-TZVPD.

```
12
Properties=species:S:1:pos:R:3:mulliken_charge:R:1
O -0.388 2.015 -0.861 -0.733
N -0.298 0.991 -0.185 0.486
N 0.904 -0.633 -1.643 -0.546
C -0.722 0.468 1.222 -0.296
C -0.070 -0.832 0.804 -0.502
C 0.311 -0.116 -0.437 0.121
H -1.832 0.519 1.244 0.255
H 0.734 -1.144 1.328 0.242
H -0.794 -1.771 0.704 0.197
H -0.171 1.137 2.034 0.231
H 0.443 -0.108 -2.405 0.302
H 1.884 -0.527 -1.806 0.244
```

Results
orbital gap	9.18	eV
energy above the lowest of the compared OMol25 structures with the same formula, charge and spin	96.8	kcal/mol
HOMO level	-8.2758	eV

Record 3
Here is a molecular structure, C3H6N2O from OMol25. Energies are from ωB97M-V/def2-TZVPD.

```
12
Properties=species:S:1:pos:R:3:mulliken_charge:R:1
O -1.593 -0.004 -0.183 -0.381
N -0.613 1.825 1.013 -0.633
N 1.680 -0.366 0.298 -0.606
C -0.589 0.826 0.255 0.334
C -0.617 -0.929 -0.738 -0.385
C 0.515 0.065 -0.445 0.119
H -0.816 -1.149 -1.787 0.228
H 1.532 -1.292 0.679 0.242
H 1.824 0.251 1.091 0.284
H -1.566 2.032 1.312 0.278
H 0.829 0.591 -1.353 0.247
H -0.585 -1.850 -0.144 0.273
```

Results
orbital gap	10.68	eV
energy above the lowest of the compared OMol25 structures with the same formula, charge and spin	42.8	kcal/mol
HOMO level	-9.7248	eV

Record 4
Here is C3H6N2O in the gas phase in a non-equilibrium geometry from OMol25. Energies are from ωB97M-V/def2-TZVPD.

```
12
Properties=species:S:1:pos:R:3:mulliken_charge:R:1
O 1.656 0.525 -0.052 -0.601
N -0.470 1.062 1.371 -0.449
N -1.737 -0.459 -0.022 -0.643
C 0.638 -1.245 -1.331 -0.953
C -0.669 0.221 0.339 0.278
C 0.662 -0.135 -0.342 0.742
H 0.389 1.640 1.409 0.288
H 1.171 -2.055 -0.899 0.266
H -0.406 -1.534 -1.511 0.313
H -1.316 1.577 1.631 0.249
H -2.444 -0.191 0.653 0.217
H 1.020 -0.908 -2.312 0.294
```

Results
SMILES	[H]/N=C(\N)C(C)=O
orbital gap	10.09	eV
energy above the lowest of the compared OMol25 structures with the same formula, charge and spin	23.2	kcal/mol
HOMO level	-9.7666	eV

Record 5
Here is 2 unconnected molecules or ions with the total composition C3H6N2O in a non-equilibrium geometry from OMol25. Energies are from ωB97M-V/def2-TZVPD.

```
12
Properties=species:S:1:pos:R:3:mulliken_charge:R:1
O -2.123 1.328 1.597 -0.611
N 1.201 -0.478 -1.808 -0.507
N 1.000 -0.625 0.406 -0.076
C 1.806 -0.891 -0.681 -0.102
C -0.250 -0.532 -0.131 -0.155
C -0.125 -0.184 -1.547 -0.457
H 2.852 -1.239 -0.536 0.328
H 1.347 -0.432 1.318 0.220
H -1.570 1.774 2.150 0.292
H -2.311 1.931 0.917 0.311
H -1.014 -0.466 0.674 0.398
H -0.812 -0.189 -2.358 0.360
```

Results
SMILES	c1c[nH]cn1.O
orbital gap	8.97	eV
energy above the lowest of the compared OMol25 structures with the same formula, charge and spin	54.5	kcal/mol
HOMO level	-8.3155	eV

Record 6
Here is C3H6N2O in the gas phase from OMol25. Energies are from ωB97M-V/def2-TZVPD.

```
12
Properties=species:S:1:pos:R:3:mulliken_charge:R:1
O 0.658 -1.230 -1.103 -0.550
N 2.013 0.298 -0.095 -0.384
N -0.264 0.273 0.390 -0.127
C -1.657 0.787 -0.322 -0.422
C 0.817 -0.302 -0.345 0.565
C -1.550 -0.464 0.468 -0.402
H -0.024 0.876 1.165 0.280
H -1.468 0.500 -1.370 0.129
H 2.088 1.172 0.401 0.201
H -1.944 -0.487 1.485 0.222
H -1.445 -1.456 0.024 0.233
H 2.777 0.033 -0.697 0.255
```

Results
orbital gap	8.30	eV
energy above the lowest of the compared OMol25 structures with the same formula, charge and spin	83.8	kcal/mol
HOMO level	-7.7789	eV

Record 7
Here is 2 unconnected molecules or ions with the total composition C3H6N2O from OMol25. Energies are from ωB97M-V/def2-TZVPD.

```
12
Properties=species:S:1:pos:R:3:mulliken_charge:R:1
O 0.559 -1.175 -1.349 -0.508
N -0.883 0.026 0.959 -0.551
N 1.452 1.971 -0.014 -0.580
C -1.440 -1.036 1.370 -0.261
C 1.212 1.056 -0.811 0.505
C 0.991 0.087 -1.666 -0.348
H -1.250 -1.520 2.331 0.247
H -2.194 -1.501 0.730 0.317
H -0.179 0.386 1.608 0.228
H 0.623 2.546 0.153 0.274
H 1.147 0.253 -2.723 0.311
H -0.037 -1.094 -0.589 0.365
```

Results
SMILES	N=C=CO.C=N
orbital gap	8.93	eV
energy above the lowest of the compared OMol25 structures with the same formula, charge and spin	82.5	kcal/mol
HOMO level	-8.1993	eV

Record 8
Here is 2 unconnected molecules or ions with the total composition C3H6N2O in a non-equilibrium geometry from OMol25. Energies are from ωB97M-V/def2-TZVPD.

```
12
Properties=species:S:1:pos:R:3:mulliken_charge:R:1
O 3.143 -1.221 -0.471 -0.637
N -1.341 0.425 1.037 -0.071
N -1.127 1.042 -1.102 -0.581
C -0.191 0.101 -0.821 -0.090
C -1.748 1.236 0.047 -0.232
C -0.355 -0.364 0.398 -0.235
H 2.331 -1.650 -0.825 0.314
H 0.468 -0.233 -1.622 0.270
H -2.497 2.028 0.082 0.364
H 0.138 -1.137 0.989 0.362
H -1.645 0.437 2.013 0.203
H 2.824 -0.664 0.275 0.333
```

Results
SMILES	c1c[nH]cn1.O
orbital gap	9.98	eV
energy above the lowest of the compared OMol25 structures with the same formula, charge and spin	28.2	kcal/mol
HOMO level	-9.3015	eV

Record 9
Here is 4 unconnected molecules or ions with the total composition C3H6N2O in a non-equilibrium geometry from OMol25. Energies are from ωB97M-V/def2-TZVPD.

```
12
Properties=species:S:1:pos:R:3:mulliken_charge:R:1
O -1.011 0.529 1.335 -0.475
N 0.526 1.197 -1.150 -0.504
N -1.338 -2.698 0.227 -0.391
C -0.884 -1.704 0.613 0.433
C -0.280 -0.459 1.085 -0.061
C 0.749 -0.076 -0.905 -0.661
H 0.172 -0.806 -1.470 0.441
H -0.970 1.546 0.324 -0.047
H 1.224 1.783 -0.685 0.317
H 1.699 -0.402 -0.484 0.356
H -0.583 1.647 -0.460 0.273
H 0.697 -0.558 1.569 0.320
```

Results
orbital gap	9.09	eV
energy above the lowest of the compared OMol25 structures with the same formula, charge and spin	129.7	kcal/mol
HOMO level	-9.6444	eV

Record 10
Here is C3H6N2O in the gas phase in a non-equilibrium geometry from OMol25. Energies are from ωB97M-V/def2-TZVPD.

```
12
Properties=species:S:1:pos:R:3:mulliken_charge:R:1
O -2.238 -0.920 -1.723 -0.371
N -0.519 -0.531 -0.361 0.260
N -1.436 -1.445 -1.035 0.070
C 0.330 -1.159 0.515 -0.086
C -0.532 0.873 -0.719 -0.896
C 1.350 -0.267 1.225 -0.784
H -1.472 1.186 -1.196 0.323
H 2.188 -0.813 1.632 0.255
H -0.542 1.346 0.286 0.321
H 1.714 0.541 0.610 0.279
H 0.676 0.009 1.925 0.353
H 0.481 1.180 -1.158 0.277
```

Results
orbital gap	8.32	eV
energy above the lowest of the compared OMol25 structures with the same formula, charge and spin	141.0	kcal/mol
HOMO level	-8.4790	eV

Record 11
Here is C3H6N2O in the gas phase in a non-equilibrium geometry from OMol25. Energies are from ωB97M-V/def2-TZVPD.

```
12
Properties=species:S:1:pos:R:3:mulliken_charge:R:1
O -1.128 -2.005 0.015 -0.427
N -0.962 1.209 1.474 -0.383
N 0.255 1.199 1.465 -0.039
C -0.885 -1.089 -0.720 -0.106
C 0.335 -0.123 -0.747 -0.625
C 0.981 0.354 0.514 -0.374
H 0.204 0.743 -1.249 0.447
H 1.192 -0.557 -1.317 0.355
H -1.747 -0.873 -1.503 0.301
H 1.903 0.944 0.090 0.267
H 1.396 -0.406 1.117 0.341
H -1.544 0.603 0.860 0.242
```

Results
SMILES	[H]/N=N\CCC=O
orbital gap	9.71	eV
energy above the lowest of the compared OMol25 structures with the same formula, charge and spin	86.0	kcal/mol
HOMO level	-9.1201	eV

Record 12
Here is a molecular structure, C3H6N2O in a non-equilibrium geometry from OMol25. Energies are from ωB97M-V/def2-TZVPD.

```
12
Properties=species:S:1:pos:R:3:mulliken_charge:R:1
O 1.488 -1.319 0.024 -0.500
N -1.163 0.183 0.460 -0.094
N -0.247 -0.436 1.195 -0.743
C -2.199 -0.253 -0.123 -0.363
C 1.275 1.009 -0.284 -0.886
C 0.713 -0.250 0.298 0.771
H 1.236 1.837 0.426 0.304
H -2.446 -1.321 -0.159 0.297
H 2.321 0.889 -0.577 0.329
H 1.166 -2.076 0.536 0.389
H 0.733 1.316 -1.179 0.246
H -2.877 0.422 -0.618 0.251
```

Results
orbital gap	8.77	eV
energy above the lowest of the compared OMol25 structures with the same formula, charge and spin	90.9	kcal/mol
HOMO level	-7.8823	eV